(1)
Formula: C9H14O
Source: OMol25
Level of theory: wB97M-V/def2-TZVPD

- Maximum force: 5.34 eV/Å
- Kohn-Sham gap: 9.2 eV
- Relative energy (zero: lowest compared OMol25 entry of this formula, charge and spin): 53.75 kcal/mol
- E_HOMO: -8.33 eV

Geometry as ORCA input:
```
! RIJCOSX wB97M-V def2-TZVPD def2/J DEFGRID3
* xyz 0 1
C -0.016 -1.541 2.674
C -0.993 0.662 1.770
C -0.797 -0.733 1.745
C -1.821 1.381 0.912
C -1.334 -1.352 0.620
C -2.442 0.687 -0.195
C -2.342 -0.722 -0.152
O -3.410 1.236 -0.964
H -0.895 1.361 2.553
H -1.514 2.405 0.861
H 0.207 -0.888 3.628
H 1.010 -1.690 2.270
H -1.249 -2.513 0.672
H -2.733 -1.337 -0.914
H -3.793 0.632 -1.589
H -0.582 -2.394 3.044
C 3.110 -0.008 -1.759
C 2.563 1.126 -2.480
H 4.135 -0.186 -2.055
H 3.130 0.194 -0.658
H 2.654 -0.939 -1.832
H 1.822 1.836 -1.862
H 1.977 0.930 -3.429
H 3.313 1.855 -2.861
*
```


(2)
Formula: C9H14O
Source: OMol25
Level of theory: wB97M-V/def2-TZVPD

- Maximum force: 1.12 eV/Å
- Kohn-Sham gap: 9.3 eV
- Relative energy (zero: lowest compared OMol25 entry of this formula, charge and spin): 8.86 kcal/mol
- E_HOMO: -8.40 eV

Geometry as ORCA input:
```
! RIJCOSX wB97M-V def2-TZVPD def2/J DEFGRID3
* xyz 0 1
C 2.181 1.410 1.867
C -0.645 1.241 -0.678
C 0.073 1.072 -1.837
C 0.065 1.406 0.517
C 1.422 1.188 0.594
C 1.441 0.764 -1.777
C 2.097 0.803 -0.573
O -0.583 1.106 -3.038
H -1.719 1.135 -0.682
H -0.497 1.746 1.386
H 1.952 0.515 -2.693
H 0.005 0.814 -3.746
H 2.925 0.629 2.042
H 1.561 1.354 2.758
H 3.161 0.644 -0.516
H 2.680 2.380 1.858
C -1.798 -2.490 -0.125
C -2.223 -2.058 1.281
H -2.620 -2.451 -0.826
H -1.030 -1.832 -0.562
H -1.337 -3.481 -0.141
H -3.313 -2.079 1.349
H -1.906 -1.044 1.513
H -1.890 -2.771 2.028
*
```


(3)
Formula: C9H14O
Source: OMol25
Level of theory: wB97M-V/def2-TZVPD

- Maximum force: 1.99 eV/Å
- Kohn-Sham gap: 9.5 eV
- Relative energy (zero: lowest compared OMol25 entry of this formula, charge and spin): 15.38 kcal/mol
- E_HOMO: -8.66 eV

Geometry as ORCA input:
```
! RIJCOSX wB97M-V def2-TZVPD def2/J DEFGRID3
* xyz 0 1
C -2.908 1.752 -1.897
C -1.732 0.860 -2.250
H -3.331 1.491 -0.940
H -2.608 2.791 -1.971
H -3.827 1.492 -2.431
H -2.011 -0.192 -2.384
H -0.942 1.068 -1.524
H -1.378 1.141 -3.251
C 2.529 1.364 1.505
C 0.967 -1.601 -0.295
C 1.690 -0.449 -0.035
C 0.181 -2.131 0.744
C 1.797 0.069 1.254
C 0.244 -1.654 2.044
C 1.054 -0.499 2.266
O -0.568 -3.281 0.589
H 0.813 -1.994 -1.280
H 2.197 0.023 -0.858
H -1.155 -3.127 -0.150
H -0.226 -2.269 2.801
H 2.825 1.417 2.569
H 1.919 2.260 1.312
H 1.052 -0.076 3.261
H 3.419 1.546 0.921
*
```


(4)
Formula: C9H14O
Source: OMol25
Level of theory: wB97M-V/def2-TZVPD

- Maximum force: 1.87 eV/Å
- Kohn-Sham gap: 9.3 eV
- Relative energy (zero: lowest compared OMol25 entry of this formula, charge and spin): 15.05 kcal/mol
- E_HOMO: -8.46 eV

Geometry as ORCA input:
```
! RIJCOSX wB97M-V def2-TZVPD def2/J DEFGRID3
* xyz 0 1
C 0.669 2.442 -1.436
C -1.344 -0.686 -0.791
C -2.066 -0.363 0.352
C -0.615 0.274 -1.461
C -0.310 1.490 -0.829
C -1.814 0.843 0.985
C -1.011 1.776 0.334
O -2.756 -1.390 0.935
H -1.555 -1.647 -1.248
H -0.159 0.064 -2.422
H -2.183 1.098 1.969
H -3.534 -1.129 1.450
H 1.660 2.276 -1.011
H 0.478 3.467 -1.124
H -0.761 2.709 0.827
H 0.646 2.445 -2.521
C 1.133 -1.908 0.877
C 2.577 -1.487 0.684
H 0.356 -1.144 0.940
H 0.716 -2.317 -0.048
H 0.970 -2.643 1.663
H 3.247 -2.270 1.022
H 2.806 -0.558 1.204
H 2.849 -1.342 -0.350
*
```


(5)
Formula: C9H14O
Source: OMol25
Level of theory: wB97M-V/def2-TZVPD

- Maximum force: 1.16 eV/Å
- Kohn-Sham gap: 9.2 eV
- Relative energy (zero: lowest compared OMol25 entry of this formula, charge and spin): 7.24 kcal/mol
- E_HOMO: -8.41 eV

Geometry as ORCA input:
```
! RIJCOSX wB97M-V def2-TZVPD def2/J DEFGRID3
* xyz 0 1
C -2.015 2.005 -1.404
C 1.708 -0.078 -1.841
C 0.941 -0.275 -0.692
C 1.227 0.649 -2.912
C -0.236 0.443 -0.571
C 0.000 1.295 -2.786
C -0.702 1.273 -1.589
O 2.936 -0.658 -1.993
H 2.988 -1.477 -1.456
H 1.220 -1.046 0.023
H 1.809 0.682 -3.816
H -0.798 0.404 0.362
H -0.305 1.895 -3.647
H -1.796 3.034 -1.140
H -2.649 1.547 -0.654
H -2.590 2.001 -2.337
C -0.903 -1.408 3.660
C 0.451 -1.495 2.976
H -1.654 -1.836 3.000
H -0.939 -2.030 4.576
H -1.172 -0.393 3.946
H 0.541 -2.420 2.418
H 0.604 -0.674 2.269
H 1.333 -1.436 3.609
*
```


(6)
Formula: C9H14O
Source: OMol25
Level of theory: wB97M-V/def2-TZVPD

- Maximum force: 1.79 eV/Å
- Kohn-Sham gap (spin up / spin down): 10.2 / 7.0 eV
- Relative energy (zero: lowest compared OMol25 entry of this formula, charge and spin): 9.94 kcal/mol
- E_HOMO (spin up / spin down): -14.15 / -14.59 eV

Geometry as ORCA input:
```
! RIJCOSX wB97M-V def2-TZVPD def2/J DEFGRID3
* xyz 1 2
C 0.181 1.574 -2.049
C -1.134 0.812 -2.238
H 0.674 1.401 -1.101
H 0.786 1.365 -2.934
H 0.075 2.653 -2.231
H -0.923 -0.259 -2.146
H -1.572 1.046 -3.202
H -1.863 0.992 -1.444
C -2.153 -0.917 1.588
C 0.050 -1.670 0.628
C -0.696 -0.705 1.378
C 1.362 -1.486 0.332
C 2.043 -0.309 0.776
C 0.028 0.391 1.893
C 1.321 0.632 1.565
O 3.249 -0.048 0.340
H -0.414 -2.578 0.293
H 1.869 -2.326 -0.126
H -2.603 -1.338 0.698
H -2.684 0.024 1.731
H -0.470 1.215 2.381
H 3.375 -0.422 -0.548
H 1.757 1.533 1.972
H -2.257 -1.582 2.444
*
```


(7)
Formula: C9H14O2S2
Source: OMol25
Level of theory: wB97M-V/def2-TZVPD

- Maximum force: 4.09 eV/Å
- Kohn-Sham gap: 7.4 eV
- Relative energy (zero: lowest compared OMol25 entry of this formula, charge and spin): 74.36 kcal/mol
- E_HOMO: -7.59 eV

Geometry as ORCA input:
```
! RIJCOSX wB97M-V def2-TZVPD def2/J DEFGRID3
* xyz 0 1
C 1.421 -2.093 -0.918
C 2.392 -2.817 -1.282
C -1.261 -0.776 0.958
C -1.294 0.137 -1.194
C 0.474 -1.220 -0.597
C 2.566 0.654 0.381
C -1.525 0.549 0.299
C -2.995 0.989 0.557
C -0.455 1.623 0.606
O -0.026 -1.314 0.692
O 0.099 -0.239 -1.402
S 3.224 1.633 -0.837
S 2.931 1.266 1.952
H 3.485 -2.668 -1.099
H 2.177 -3.693 -1.893
H -1.376 -0.715 2.011
H -1.980 -1.318 0.512
H -1.799 -0.815 -1.302
H -1.484 0.937 -1.942
H -3.091 1.409 1.592
H -3.732 0.182 0.367
H -3.284 1.754 -0.268
H 0.615 1.213 0.623
H -0.643 2.072 1.658
H -0.575 2.458 -0.170
H 3.129 0.744 -1.802
H 3.007 0.048 2.499
*
```


(8)
Formula: C9H14S
Source: OMol25
Level of theory: wB97M-V/def2-TZVPD

- Maximum force: 1.17 eV/Å
- Kohn-Sham gap (spin up / spin down): 2.1 / 6.3 eV
- Relative energy (zero: lowest compared OMol25 entry of this formula, charge and spin): 14.44 kcal/mol
- E_HOMO (spin up / spin down): 1.04 / -3.23 eV

Geometry as ORCA input:
```
! RIJCOSX wB97M-V def2-TZVPD def2/J DEFGRID3
* xyz -1 2
C -2.382 -0.512 -3.304
C -2.896 -1.572 -0.761
S -1.529 -1.092 -1.824
H -2.577 -1.365 -3.975
H -3.388 -0.143 -3.121
H -1.719 0.203 -3.793
H -3.299 -0.677 -0.277
H -2.522 -2.246 0.002
H -3.683 -2.126 -1.277
C -0.706 0.424 2.338
C 0.671 0.609 1.739
C 1.506 -0.478 1.642
C 1.093 1.898 1.353
C 2.757 -0.374 0.924
C 2.356 2.009 0.638
C 3.137 0.893 0.447
H -0.972 -0.638 2.317
H -1.495 0.948 1.773
H 1.226 -1.452 2.034
H 0.455 2.783 1.370
H 3.421 -1.214 0.776
H 2.685 3.013 0.357
H 3.994 0.988 -0.213
H -0.801 0.903 3.317
*
```


Number 1: electronic energy -426.487122 a.u.. Number 2: electronic energy -426.558668 a.u.. Number 3: electronic energy -426.548278 a.u.. Number 4: electronic energy -426.548802 a.u.. Number 5: electronic energy -426.561253 a.u.. Number 6: electronic energy -426.260396 a.u.. Number 7: electronic energy -1297.958239 a.u.. Number 8: electronic energy -749.446502 a.u..